# 1
{"formula": "C3H7N3O", "method": "ωB97M-V/def2-TZVPD", "multiplicity": 1, "charge": 0, "lumo_ev": 0.923, "gap_ev": 9.95, "e_homo_ev": -9.0257, "total_energy_ha": -357.89639, "elements": ["O", "N", "N", "N", "C", "C", "C", "H", "H", "H", "H", "H", "H", "H"], "positions_angstrom": [[1.048, 1.104, -0.982], [-0.202, 2.109, 0.153], [0.257, -0.107, 1.004], [-0.795, -0.661, 0.254], [-0.383, -1.702, -0.677], [0.764, 1.086, 0.449], [0.038, 2.027, -1.181], [1.641, 1.407, 1.020], [-1.224, -1.935, -1.336], [-1.490, -1.002, 0.906], [1.002, -0.768, 1.219], [-0.052, -2.632, -0.182], [-1.036, 2.388, 0.646], [0.432, -1.314, -1.293]]}

***

# 2
{"formula": "C32H63N19O12", "method": "ωB97M-V/def2-TZVPD", "multiplicity": 1, "charge": 0, "lumo_ev": -1.128, "smiles": "O=C1c2ccccc2C(=O)c2ccccc21.CC1(C)CCCC(C)(C)N1O.NC(N)=O.NC(N)=O.NC(N)=O.NC(N)=O.NC(N)=O.NC(N)=O.NC(N)=O.NC(N)=O.NC(N)=O", "gap_ev": 7.02, "e_homo_ev": -8.1526, "total_energy_ha": -3200.43720, "elements": ["O", "O", "O", "O", "O", "O", "O", "O", "O", "O", "O", "O", "N", "N", "N", "N", "N", "N", "N", "N", "N", "N", "N", "N", "N", "N", "N", "N", "N", "N", "N", "C", "C", "C", "C", "C", "C", "C", "C", "C", "C", "C", "C", "C", "C", "C", "C", "C", "C", "C", "C", "C", "C", "C", "C", "C", "C", "C", "C", "C", "C", "C", "C", "H", "H", "H", "H", "H", "H", "H", "H", "H", "H", "H", "H", "H", "H", "H", "H", "H", "H", "H", "H", "H", "H", "H", "H", "H", "H", "H", "H", "H", "H", "H", "H", "H", "H", "H", "H", "H", "H", "H", "H", "H", "H", "H", "H", "H", "H", "H", "H", "H", "H", "H", "H", "H", "H", "H", "H", "H", "H", "H", "H", "H", "H", "H"], "positions_angstrom": [[1.380, -5.057, -8.526], [-6.926, -1.814, -4.138], [-0.418, 2.593, 7.164], [-4.606, 9.671, -0.416], [-6.128, 0.804, 4.409], [3.852, -4.124, 7.459], [0.222, -11.474, 8.119], [1.696, -3.181, -0.461], [5.048, -8.899, 1.812], [-2.043, 1.052, -6.626], [9.321, -1.301, -1.418], [5.606, 0.915, -4.774], [6.417, -8.776, 0.080], [-5.370, 8.568, -0.052], [0.657, -1.589, 0.690], [5.771, -3.281, 6.961], [-7.423, 2.088, 5.751], [1.188, -10.969, 6.231], [-1.290, 1.707, -8.732], [-0.209, 0.342, 7.074], [5.567, -10.701, 0.635], [1.602, -3.285, 1.770], [1.431, 1.551, 7.777], [2.428, -11.264, 7.899], [-5.787, -1.918, -2.352], [5.693, -5.043, 8.265], [0.990, -4.287, -6.607], [-8.343, 0.582, 4.559], [-3.408, 1.815, -8.347], [-7.583, -3.153, -2.539], [2.866, -5.116, -6.905], [-2.215, 1.545, -7.806], [-7.191, 1.105, 4.918], [6.612, 1.703, 0.078], [1.704, -4.864, -7.437], [7.491, 0.290, -1.689], [6.472, 0.482, -4.043], [-7.432, 7.635, 0.804], [-6.829, 9.772, 1.723], [7.604, -0.416, -4.476], [7.523, 0.765, -0.379], [9.030, -1.109, -6.337], [-5.233, 8.037, -2.535], [5.717, 2.202, -0.816], [-6.736, 8.904, 0.397], [8.532, -0.707, -2.149], [-7.657, 9.550, -0.673], [8.566, -0.958, -3.583], [-6.130, 6.283, -0.844], [-5.146, 7.508, -1.067], [0.208, 1.509, 7.332], [5.611, -9.419, 0.872], [7.819, -0.625, -5.874], [5.051, -4.196, 7.522], [-6.763, -2.249, -3.060], [1.300, -2.766, 0.625], [6.491, 0.870, -2.572], [-7.518, 6.579, -0.329], [9.706, -1.517, -4.139], [9.984, -1.591, -5.473], [-3.682, 7.090, -0.874], [5.558, 1.756, -2.104], [1.196, -11.281, 7.488], [5.320, -2.626, 6.338], [-5.690, 5.584, -0.133], [4.846, -11.300, 1.009], [-4.414, 8.744, -2.669], [-6.170, 8.570, -2.693], [-3.455, 2.256, -9.254], [1.982, 2.375, 7.972], [0.293, -10.849, 5.780], [3.043, -4.833, -5.951], [9.202, -1.276, -7.390], [-9.227, 0.834, 4.978], [4.828, 2.321, -2.665], [0.262, -1.283, 1.567], [-8.264, 6.907, -1.054], [-1.585, 2.281, -9.509], [-6.400, 9.334, 2.624], [10.881, -2.037, -5.878], [6.133, -11.187, -0.046], [-6.647, 2.663, 6.045], [1.403, -2.906, 2.685], [-8.289, 2.048, 6.269], [-5.105, -1.462, -2.942], [-7.360, -3.618, -1.670], [-0.349, 1.600, -8.380], [-2.882, 7.825, -0.962], [0.370, -0.452, 7.307], [-7.239, 10.552, -0.768], [-7.728, 9.169, -1.691], [-7.870, 9.923, 2.010], [7.068, -0.335, -6.595], [4.994, 2.916, -0.449], [-8.265, -0.061, 3.785], [6.451, -7.768, 0.116], [5.102, -5.852, 8.394], [-6.333, 5.735, -1.764], [8.397, 0.495, 0.195], [6.755, 2.041, 1.094], [10.408, -1.924, -3.426], [-5.628, -2.137, -1.379], [6.769, -3.393, 7.067], [-3.480, 6.155, -1.397], [2.206, -4.094, 1.751], [-8.661, 9.748, -0.300], [-7.095, 7.147, 1.718], [0.314, -1.144, -0.150], [-5.171, 7.202, -3.233], [-6.421, 10.754, 1.485], [-3.692, 6.702, 0.145], [1.969, -10.479, 5.818], [-3.806, 9.478, 0.079], [-8.225, -3.501, -3.236], [-8.496, 7.845, 0.917], [7.108, -9.262, -0.473], [-8.050, 5.741, 0.120], [-4.135, 1.268, -7.908], [3.535, -5.601, -7.486], [-1.109, 0.292, 6.618], [0.195, -3.827, -7.026], [6.687, -5.128, 8.109], [3.032, -11.490, 7.122], [1.379, -4.050, -5.705], [2.650, -11.619, 8.818], [1.819, 0.642, 7.985]]}